A structure of composition C31H31AuN3O7S2 in a non-equilibrium geometry, computed with wB97M-V/def2-TZVPD.

```
! wB97M-V def2-TZVPD RIJCOSX def2/J DEFGRID3
* xyz 1 3
Au 0.6452 0.0960 -0.6260
O -0.2244 -0.7004 1.5872
C -0.9411 -1.5937 2.4750
C -1.3721 -2.9181 1.8248
O -1.9761 -3.7315 2.4514
O -0.9784 -3.1417 0.5550
C 0.0486 -2.0459 3.5545
C 1.1380 -2.8152 3.1522
C 2.0689 -3.2474 4.0798
C 1.9265 -2.9062 5.4174
C 0.8630 -2.1137 5.8144
C -0.0705 -1.6749 4.8862
C -2.2121 -0.9231 2.9873
C -2.5948 0.3141 2.4818
C -3.7592 0.9231 2.9246
C -4.5379 0.3131 3.8949
C -4.1587 -0.9217 4.4050
C -3.0153 -1.5490 3.9418
H 0.1448 -0.0303 2.1781
H 1.2469 -3.0679 2.1045
H 2.8983 -3.8683 3.7669
H 2.6493 -3.2508 6.1430
H 0.7516 -1.8374 6.8529
H -0.8880 -1.0425 5.1986
H -1.9896 0.8114 1.7388
H -4.0463 1.8735 2.4980
H -5.4324 0.8002 4.2576
H -4.7606 -1.4042 5.1621
H -2.7405 -2.5246 4.3129
N 3.8806 -2.5080 0.9375
C 3.2962 -1.8164 -0.0339
S 2.7497 -0.2288 0.3853
N 3.1960 -2.2782 -1.2721
C 3.5523 -3.5592 -1.7804
C 4.6623 -4.2692 -1.3268
C 4.8863 -5.5569 -1.7906
C 4.0480 -6.1123 -2.7426
C 3.0068 -5.3617 -3.2680
C 2.7467 -4.0934 -2.7825
H 3.9472 -2.0960 1.8539
H 4.1833 -3.4583 0.7925
H 2.5955 -1.7459 -1.8896
H 5.3855 -3.8137 -0.6646
H 5.7255 -6.1191 -1.4074
H 4.2170 -7.1224 -3.0859
H 2.3889 -5.7610 -4.0593
H 1.9105 -3.5236 -3.1620
C -1.8737 -8.4787 -1.2011
C -1.6585 -7.0957 -0.6677
C -2.7175 -6.2025 -0.5377
C -2.5109 -4.9070 -0.1068
C -1.2245 -4.4875 0.1846
C -0.1661 -5.3718 0.1320
C -0.3891 -6.6732 -0.2833
S -0.8753 -1.6867 -2.3772
O -1.2374 -2.8552 -3.1351
O 0.5984 -1.4285 -2.3679
N -1.5172 -0.3615 -3.2286
C -2.9321 -0.2246 -2.9258
C -3.2058 -0.0379 -1.4247
C -2.4243 1.1927 -0.8272
O -3.0809 2.0235 -0.2466
O -1.1526 1.1903 -1.0646
H -2.8227 -8.5442 -1.7267
H -1.8770 -9.2131 -0.3949
H -1.0768 -8.7532 -1.8915
H -3.7184 -6.5228 -0.7914
H -3.3457 -4.2272 -0.0067
H 0.8282 -5.0528 0.4144
H 0.4334 -7.3734 -0.3164
H -1.0007 0.4784 -2.9749
H -3.4194 -1.1413 -3.2704
H -3.3323 0.6156 -3.4976
H -2.8708 -0.9259 -0.8779
H -4.2632 0.1309 -1.2371
*
```

Computed properties:
Kohn-Sham gap (alpha / beta) (Eh): 0.3024 / 0.1685
Max |F| (eV/A): 2.98
HOMO (alpha / beta) (eV): -11.31 / -11.31


A structure of composition C31H31BCrN13O2, computed with wB97M-V/def2-TZVPD.

```
! wB97M-V def2-TZVPD RIJCOSX def2/J DEFGRID3
* xyz 2 6
Cr 0.5018 -0.9853 0.3610
C -0.3489 -0.3236 3.5923
C 0.4415 0.7080 2.8562
C 0.9485 1.9318 3.2908
C 1.6666 2.4325 2.2170
N 1.5774 1.5648 1.2019
N 0.8357 0.5161 1.5905
B 2.4822 1.3876 -0.0432
N 3.2692 0.0614 0.1965
C 4.5628 -0.2732 0.0940
C 4.6944 -1.6359 0.2662
C 3.3969 -2.1073 0.4505
C 2.9475 -3.5144 0.6537
N 2.5441 -1.0749 0.3962
N 1.6236 1.0757 -1.2931
C 1.7670 1.5790 -2.5238
C 1.0917 0.7655 -3.4106
C 0.5477 -0.2611 -2.6417
C -0.2727 -1.4016 -3.1285
N 0.8762 -0.0488 -1.3562
N 3.2473 2.6602 -0.2337
C 4.5124 3.0722 0.0588
C 4.5508 4.4292 -0.0801
C 3.2340 4.8002 -0.4604
C 2.7298 6.1774 -0.7156
N 2.4620 3.7318 -0.5336
H 0.0000 -0.4000 4.6200
H -0.2239 -1.3072 3.1270
H -1.4099 -0.0681 3.6230
H 0.8157 2.3852 4.2578
H 2.2308 3.3471 2.1323
H 5.3252 0.4593 -0.0964
H 5.6043 -2.2105 0.2528
H 3.6609 -4.0474 1.2783
H 2.9092 -4.0337 -0.3062
H 1.9649 -3.5618 1.1253
H 2.3330 2.4784 -2.6960
H 1.0142 0.8888 -4.4768
H -0.4817 -1.2702 -4.1874
H -1.2250 -1.4518 -2.5999
H 0.2608 -2.3440 -3.0111
H 5.2930 2.3966 0.3600
H 5.4020 5.0793 0.0316
H 3.5562 6.8424 -0.9551
H 2.2349 6.5699 0.1749
H 2.0070 6.1904 -1.5295
O -6.3581 -2.7625 -0.8185
N -5.2911 -3.2694 -0.5586
O -5.0752 -4.4461 -0.3547
C -4.1166 -2.3455 -0.3913
C -4.4809 -0.5502 0.8444
C -3.4980 0.5405 0.9937
C -3.5521 1.7577 1.5911
C -2.6078 2.7283 1.2220
C -1.6334 2.4138 0.2387
N -1.5065 1.2591 -0.3389
C -2.4401 0.2306 -0.0419
C -1.7390 -2.3763 -0.0587
N -0.4217 -2.8444 -0.2208
C -0.2436 -3.8811 -1.0178
C -1.2676 -4.4700 -1.7618
C -2.5765 -3.9487 -1.7142
C -2.8264 -2.8915 -0.8929
H -5.4589 -0.3887 1.2864
H -4.3372 1.9932 2.2993
H -2.6383 3.7168 1.6570
H -0.8913 3.1560 -0.0492
H 0.7722 -4.2477 -1.1019
H -1.0510 -5.3318 -2.3765
H -3.3691 -4.4217 -2.2773
N -3.2179 -0.1929 -1.2061
C -4.4219 -0.8507 -0.6940
C -3.8707 -1.9633 1.1040
C -2.3596 -1.9567 1.2793
N -1.6547 -0.9806 0.4631
H -3.4062 0.5832 -1.8280
H -5.3073 -0.6636 -1.2908
H -4.3740 -2.5784 1.8456
H -1.9406 -2.2272 2.2399
*
```

Computed properties:
Relative energy (zero: lowest compared OMol25 entry of this formula, charge and spin) (kcal/mol): 92.6
Kohn-Sham gap (alpha / beta) (Eh): 0.2332 / 0.2104
Max |F| (eV/A): 0.91
HOMO (alpha / beta) (eV): -13.71 / -13.75


A cluster of 2 separate species, C31H31BO4 in total in a non-equilibrium geometry, computed with wB97M-V/def2-TZVPD.

```
! wB97M-V def2-TZVPD RIJCOSX def2/J DEFGRID3
* xyz 0 1
C -2.2114 2.6132 -5.1956
C -2.3611 1.6551 -4.0991
C -3.1527 0.5336 -4.1236
C -2.8355 -0.1889 -2.9612
C -1.8762 0.5215 -2.2225
B 0.0047 0.2472 -2.1955
O 0.4574 1.1356 -1.1626
C 1.8804 0.8788 -1.1256
C 2.2125 -0.4241 -1.9682
C 3.5389 -0.9598 -1.4731
C 2.0741 0.2250 -3.3588
O 0.6472 0.4660 -3.4954
C 1.1381 -1.5920 -1.9418
O -0.2192 -1.1291 -1.8414
O -1.7035 1.7499 -2.9167
H -2.9907 2.3774 -5.9266
H -2.3392 3.6541 -4.9131
H -1.2416 2.5247 -5.7281
H -3.8042 0.3064 -4.9686
H -3.2649 -1.1474 -2.6750
H 2.2928 1.8125 -1.5574
H 2.3111 0.7587 -0.1167
H 3.7321 -1.9298 -1.9392
H 4.3527 -0.2460 -1.6634
H 3.4550 -1.1241 -0.3893
H 2.6873 1.1482 -3.4158
H 2.4593 -0.4363 -4.1445
H 1.0809 -2.0544 -2.9101
H 1.2830 -2.4002 -1.1985
C 4.3114 0.1635 3.1866
C 3.6858 -0.9927 2.6981
C 2.3643 -0.9240 2.2485
C 1.7034 0.3234 2.2439
C 0.2859 0.4723 1.7980
C -0.0993 -0.2336 0.6697
C -1.2918 -0.6926 0.0956
C -1.8188 -1.9645 0.5921
C -3.2088 -2.1729 0.8589
C -3.6926 -3.4674 1.0889
C -2.8085 -4.5615 1.1485
C -1.4215 -4.3396 1.1001
C -0.9419 -3.0468 0.9083
C -0.5681 1.3674 2.5845
C -1.6400 2.0493 1.9963
C -2.2527 3.0626 2.7211
C -1.8457 3.3841 4.0190
C -0.8087 2.6703 4.6221
C -0.2408 1.6119 3.9444
C 2.3560 1.4809 2.7259
C 3.6520 1.4067 3.2175
H 5.3258 0.0759 3.5555
H 4.1755 -1.9740 2.6772
H 1.8554 -1.8320 1.9259
H 0.7972 -0.6101 0.2016
H -1.9746 -0.0367 -0.4332
H -3.8909 -1.3054 0.8140
H -4.7635 -3.6465 1.2339
H -3.1717 -5.5781 1.1208
H -0.7063 -5.1569 1.1551
H 0.1341 -2.9078 0.7919
H -1.8812 1.8578 0.9478
H -3.0731 3.6066 2.2693
H -2.2995 4.2171 4.5641
H -0.4210 2.9213 5.6027
H 0.5719 1.0584 4.4102
H 1.8525 2.4513 2.6917
H 4.1427 2.2860 3.6311
*
```

Computed properties:
Relative energy (zero: lowest compared OMol25 entry of this formula, charge and spin) (kcal/mol): 17.6
Kohn-Sham gap (Eh): 0.1919
Max |F| (eV/A): 4.79
HOMO (eV): -6.90


- Among the records above, which one has the lowest max |F|?
  C31H31BCrN13O2